Record 1
{
  "formula": "C30H55BCl14I2NO6",
  "method": "ωB97M-V with the def2-TZVPD basis set",
  "charge": -1,
  "e_above_lowest_ev": 0.000,
  "elements": ["C", "C", "C", "C", "C", "N", "O", "B", "C", "C", "I", "C", "C", "I", "O", "C", "C", "C", "C", "O", "C", "C", "O", "C", "O", "O", "H", "H", "H", "H", "H", "H", "H", "H", "H", "H", "H", "H", "H", "H", "H", "H", "H", "H", "H", "H", "H", "H", "H", "H", "H", "H", "H", "Cl", "C", "C", "Cl", "H", "H", "H", "H", "Cl", "C", "C", "Cl", "H", "H", "H", "H", "Cl", "C", "C", "Cl", "H", "H", "H", "H", "Cl", "C", "C", "Cl", "H", "H", "H", "H", "Cl", "C", "C", "Cl", "H", "H", "H", "H", "Cl", "C", "C", "Cl", "H", "H", "H", "H", "Cl", "C", "C", "Cl", "H", "H", "H", "H"],
  "xyz": [[3.215, -1.619, -3.509], [3.052, -0.793, -2.641], [2.759, 0.106, -1.478], [3.666, 1.377, -1.453], [4.512, 1.559, -2.731], [3.696, 1.943, -3.894], [1.505, 0.662, -1.865], [0.331, -0.011, -1.227], [-0.447, -1.099, -2.162], [-0.523, 1.278, -0.634], [-1.447, 0.963, 1.306], [-1.620, 1.852, -1.566], [-2.921, 0.994, -1.672], [-0.926, 2.305, -3.571], [1.048, -0.875, -0.246], [2.442, -0.612, -0.080], [2.471, 0.329, 1.151], [2.475, -0.348, 2.540], [1.148, -0.998, 2.952], [1.385, -2.237, 3.710], [0.401, -3.141, 3.526], [-1.080, -2.739, 3.695], [0.635, -4.293, 3.273], [3.094, -1.981, 0.149], [2.184, -2.904, 0.739], [2.927, -3.774, 1.566], [3.330, -2.398, -4.212], [2.993, 2.241, -1.431], [4.376, 1.406, -0.615], [5.176, 2.418, -2.516], [5.183, 0.704, -2.904], [4.092, 1.453, -4.688], [2.731, 1.641, -3.783], [-0.868, -0.708, -3.104], [-1.289, -1.514, -1.573], [0.207, -1.954, -2.374], [0.203, 2.090, -0.486], [-1.919, 2.814, -1.137], [-3.036, 0.682, -2.719], [-3.783, 1.637, -1.460], [-2.897, 0.073, -1.088], [3.425, 0.893, 1.095], [1.693, 1.097, 1.092], [3.303, -1.053, 2.692], [2.661, 0.460, 3.267], [0.495, -1.249, 2.113], [0.616, -0.323, 3.638], [-1.505, -3.270, 4.553], [-1.633, -3.079, 2.814], [-1.148, -1.654, 3.798], [3.976, -1.843, 0.799], [3.465, -2.447, -0.778], [3.742, -4.023, 1.101], [1.230, -2.208, -5.132], [0.340, -1.291, -6.370], [-1.091, -1.749, -6.506], [-1.211, -3.383, -7.217], [0.879, -1.381, -7.311], [0.360, -0.246, -6.060], [-1.634, -1.076, -7.169], [-1.598, -1.763, -5.543], [1.744, 5.454, -0.011], [0.203, 6.159, -0.565], [-0.838, 6.184, 0.527], [-1.395, 4.550, 0.953], [-0.137, 5.586, -1.427], [0.419, 7.176, -0.892], [-1.714, 6.739, 0.189], [-0.458, 6.659, 1.430], [2.003, 1.741, 5.276], [3.566, 2.262, 5.949], [3.588, 3.737, 6.264], [3.552, 4.740, 4.792], [4.344, 1.994, 5.237], [3.724, 1.688, 6.862], [4.506, 3.986, 6.795], [2.743, 4.024, 6.887], [-3.906, -1.676, 4.301], [-3.743, -1.549, 6.067], [-5.050, -1.207, 6.739], [-5.582, 0.454, 6.375], [-2.977, -0.806, 6.281], [-3.390, -2.517, 6.423], [-4.934, -1.272, 7.821], [-5.842, -1.888, 6.437], [-4.987, -2.818, -6.847], [-5.466, -4.447, -7.374], [-5.376, -4.611, -8.870], [-6.610, -3.651, -9.730], [-6.474, -4.636, -7.010], [-4.789, -5.148, -6.887], [-5.545, -5.653, -9.137], [-4.399, -4.315, -9.244], [4.235, -5.193, 5.581], [3.541, -6.130, 4.230], [4.019, -7.560, 4.230], [5.752, -7.697, 3.824], [3.793, -5.622, 3.303], [2.459, -6.100, 4.347], [3.473, -8.127, 3.478], [3.863, -8.033, 5.197], [-5.102, 7.742, 1.526], [-5.607, 8.152, -0.133], [-5.293, 7.049, -1.112], [-3.542, 6.862, -1.370], [-5.119, 9.083, -0.412], [-6.683, 8.323, -0.104], [-5.734, 7.280, -2.081], [-5.687, 6.092, -0.777]],
  "mulliken_charge": [-1.465, -1.894, 2.963, -0.590, -1.081, -0.682, -0.222, -0.609, -0.407, -0.297, -0.107, -0.175, -1.007, -0.071, -0.666, 2.348, -0.488, -0.347, -0.060, -0.445, 0.545, -0.818, -0.565, -1.839, -0.121, -0.218, 0.945, 0.150, 0.420, 0.482, 0.306, 0.286, 0.284, -0.284, 0.066, 0.338, 0.275, 0.482, 0.280, 0.247, 0.265, 0.183, -0.155, 0.312, -0.410, 0.328, 0.465, 0.365, 0.313, 0.303, 0.418, 0.563, 0.280, -0.241, -0.458, -0.371, -0.220, 0.463, 0.158, 0.372, 0.173, -0.192, -0.442, -0.312, -0.131, 0.226, 0.424, -0.004, 0.359, -0.118, -0.573, -0.413, -0.172, 0.322, 0.350, 0.309, 0.301, -0.150, -0.397, -0.549, -0.191, 0.329, 0.308, 0.343, 0.326, -0.161, -0.456, -0.404, -0.193, 0.363, 0.270, 0.301, 0.278, -0.208, -0.061, -0.425, -0.216, 0.024, 0.221, 0.323, 0.339, -0.175, -0.466, -0.462, -0.161, 0.306, 0.323, 0.308, 0.313]
}

***

Record 2
{
  "formula": "C30H55NNbO20",
  "method": "ωB97M-V with the def2-TZVPD basis set",
  "charge": -1,
  "total_energy_ha": -2792.55867,
  "elements": ["C", "C", "C", "O", "Nb", "C", "C", "O", "C", "N", "H", "H", "H", "H", "H", "H", "H", "H", "H", "H", "H", "H", "H", "H", "H", "H", "H", "H", "H", "C", "C", "C", "O", "C", "O", "O", "H", "H", "H", "H", "H", "H", "C", "C", "C", "O", "C", "O", "O", "H", "H", "H", "H", "H", "H", "C", "C", "C", "O", "C", "O", "O", "H", "H", "H", "H", "H", "H", "C", "C", "C", "O", "C", "O", "O", "H", "H", "H", "H", "H", "H", "C", "C", "C", "O", "C", "O", "O", "H", "H", "H", "H", "H", "H", "C", "C", "C", "O", "C", "O", "O", "H", "H", "H", "H", "H", "H"],
  "xyz": [[0.864, -0.787, -0.963], [0.139, -0.389, -2.261], [-0.329, -1.569, -3.127], [-1.666, -1.955, -2.872], [-2.145, -3.339, -1.424], [-4.393, -3.043, -1.634], [-4.857, -1.820, -2.432], [-4.528, -1.871, -3.817], [-4.440, -0.499, -1.821], [-5.218, -0.243, -0.576], [0.208, -0.593, -0.121], [1.796, -0.239, -0.822], [1.092, -1.847, -0.921], [-0.751, 0.203, -2.072], [0.841, 0.192, -2.861], [0.379, -2.395, -3.083], [-0.289, -1.200, -4.160], [-2.245, -4.754, -2.602], [-0.375, -3.732, -1.203], [-2.000, -2.015, -0.154], [-2.434, -4.477, -0.026], [-4.838, -3.936, -2.081], [-4.794, -2.969, -0.634], [-5.959, -1.818, -2.403], [-4.017, -2.685, -3.950], [-4.710, 0.299, -2.514], [-3.369, -0.444, -1.646], [-5.598, -1.128, -0.253], [-4.539, -0.011, 0.143], [-4.915, 4.310, 1.505], [-3.409, 4.387, 1.570], [-2.705, 4.067, 0.276], [-1.439, 3.565, 0.733], [-1.655, 3.025, 1.962], [-0.879, 2.339, 2.545], [-2.875, 3.367, 2.433], [-5.315, 5.125, 0.903], [-5.236, 3.361, 1.071], [-5.342, 4.367, 2.506], [-3.092, 5.357, 1.965], [-2.562, 4.935, -0.363], [-3.201, 3.276, -0.291], [1.784, 3.838, 1.425], [2.924, 3.168, 0.705], [3.877, 2.406, 1.591], [5.104, 2.474, 0.843], [5.062, 3.611, 0.107], [5.997, 4.080, -0.463], [3.818, 4.141, 0.114], [1.080, 3.104, 1.809], [2.151, 4.442, 2.259], [1.254, 4.513, 0.755], [2.544, 2.535, -0.100], [3.582, 1.373, 1.753], [4.038, 2.894, 2.555], [5.125, -0.860, -4.228], [3.980, -1.641, -3.630], [4.353, -2.513, -2.459], [3.369, -3.554, -2.529], [3.011, -3.668, -3.836], [2.377, -4.560, -4.291], [3.485, -2.618, -4.559], [5.453, -0.075, -3.546], [5.970, -1.516, -4.443], [4.823, -0.403, -5.171], [3.154, -0.969, -3.377], [4.297, -1.995, -1.505], [5.341, -2.969, -2.562], [7.606, -6.654, 1.128], [6.875, -5.701, 0.214], [7.507, -4.335, 0.085], [6.380, -3.505, -0.221], [5.287, -4.102, 0.343], [4.228, -3.590, 0.466], [5.587, -5.362, 0.748], [8.553, -6.962, 0.686], [7.803, -6.188, 2.095], [7.000, -7.540, 1.315], [6.719, -6.160, -0.766], [8.250, -4.277, -0.708], [7.949, -3.984, 1.021], [-9.415, -4.681, 0.980], [-8.083, -5.084, 1.562], [-7.742, -4.432, 2.882], [-6.313, -4.426, 2.856], [-5.931, -4.381, 1.543], [-4.838, -4.156, 1.160], [-7.004, -4.627, 0.737], [-10.235, -5.089, 1.573], [-9.510, -3.595, 0.948], [-9.507, -5.042, -0.044], [-8.011, -6.174, 1.630], [-8.107, -4.985, 3.745], [-8.090, -3.397, 2.941], [3.599, 8.076, 2.774], [2.246, 8.725, 2.615], [1.623, 9.219, 3.898], [0.222, 9.136, 3.603], [0.064, 8.143, 2.689], [-0.981, 7.670, 2.382], [1.264, 7.768, 2.181], [4.353, 8.818, 3.036], [3.572, 7.312, 3.552], [3.897, 7.583, 1.849], [2.291, 9.518, 1.863], [1.903, 10.239, 4.150], [1.834, 8.566, 4.748]],
  "mulliken_charge": [-1.001, -0.163, -1.074, -0.469, -0.384, -0.889, -0.047, -0.624, -0.029, -0.748, 0.364, 0.090, 0.253, 0.271, 0.429, 0.576, 0.258, -0.062, 0.096, 0.001, 0.071, 0.535, 0.032, 0.419, 0.389, 0.333, -0.131, 0.225, 0.317, -1.493, 0.659, -0.468, -0.280, 0.723, -0.585, -0.403, 0.379, 0.336, 0.358, 0.204, 0.310, 0.254, -1.233, 0.708, -0.524, -0.344, 0.630, -0.577, -0.367, 0.319, 0.233, 0.352, 0.148, 0.334, 0.319, -1.608, 1.241, -0.590, -0.225, 0.592, -0.567, -0.412, 0.363, 0.381, 0.383, -0.141, 0.365, 0.214, -1.479, 0.517, -0.522, -0.301, 0.652, -0.471, -0.360, 0.379, 0.350, 0.359, 0.277, 0.311, 0.309, -1.448, 0.502, -0.539, -0.334, 0.526, -0.413, -0.302, 0.383, 0.350, 0.357, 0.267, 0.293, 0.308, -1.449, 0.510, -0.507, -0.328, 0.635, -0.536, -0.274, 0.396, 0.350, 0.340, 0.243, 0.307, 0.309]
}